# 1
Here is C43H60BaCl3GeN5O5SSi3 as an isolated structure from OMol25. Energies are from the ωB97M-V functional and the def2-TZVPD basis.

Structure (XYZ):
```
122
Properties=species:S:1:pos:R:3:forces:R:3
Ba 0.6632 1.2806 -1.0257 -0.16 0.49 0.00
Cl 0.2966 3.2214 -3.7648 -0.04 0.06 0.09
C -1.2685 4.0076 -3.8831 0.17 -0.07 -0.08
C -1.4099 4.8881 -4.9398 -0.15 -0.01 0.06
C -2.6234 5.5302 -5.1293 0.08 0.02 -0.05
C -3.6679 5.2676 -4.2596 0.01 -0.03 0.02
C -3.4884 4.3811 -3.2142 -0.18 0.01 0.08
Cl -4.8599 4.1059 -2.1720 0.04 0.04 -0.05
C -2.2808 3.7088 -2.9556 0.16 -0.02 -0.01
S -2.0731 2.6546 -1.5974 -0.11 -0.10 0.02
H -0.5722 5.0579 -5.6001 0.01 0.02 -0.03
H -2.7519 6.2269 -5.9462 0.00 0.00 -0.01
H -4.6304 5.7450 -4.3763 -0.01 0.02 -0.03
C 6.5287 -2.5631 -1.3438 -0.04 -0.06 0.06
O 6.1490 -3.8006 -0.7216 -0.06 -0.03 -0.01
C 5.1643 -4.5151 -1.3555 -0.10 0.04 -0.01
C 5.4567 -5.7683 -1.8682 -0.03 0.06 0.00
C 4.4626 -6.5152 -2.4846 0.06 -0.04 0.00
C 3.1734 -6.0117 -2.5779 -0.02 0.00 -0.01
C 2.8654 -4.7737 -2.0375 0.07 0.02 0.01
C 3.8558 -4.0135 -1.4215 0.17 -0.01 0.03
N 3.5940 -2.7817 -0.8033 0.00 0.09 0.06
C 2.8638 -1.7191 -1.3099 0.08 -0.22 -0.19
N 2.6290 -1.8035 -2.6433 0.04 -0.10 -0.02
C 1.5156 -1.4191 -3.4652 0.23 -0.10 -0.09
C 0.5246 -0.5277 -3.0927 -0.08 -0.16 -0.29
C -0.4633 -0.2987 -4.0825 0.24 -0.22 0.12
C -0.4735 -0.9406 -5.3074 -0.03 0.11 -0.06
C 0.5444 -1.8315 -5.6379 0.07 -0.06 -0.02
C 1.5499 -2.0616 -4.7194 -0.12 0.05 -0.01
O 2.6205 -2.9073 -4.9484 -0.03 0.04 0.07
C 2.5560 -3.7562 -6.0691 -0.03 0.01 -0.04
N 2.5348 -0.7194 -0.5615 -0.24 -0.01 0.13
C 2.8189 -0.8404 0.8270 0.21 0.11 -0.36
C 1.9469 -1.5251 1.6672 -0.01 0.08 0.09
C 2.2206 -1.6730 3.0155 0.00 0.02 0.00
C 3.3813 -1.1248 3.5444 -0.01 -0.04 0.05
C 4.2593 -0.4408 2.7227 -0.01 0.07 -0.15
C 3.9929 -0.2952 1.3640 -0.01 -0.06 0.21
O 4.9720 0.2901 0.6044 -0.01 -0.14 -0.02
C 4.6031 1.3746 -0.2479 -0.02 0.02 -0.03
H 7.5801 -2.6390 -1.6229 -0.01 0.03 -0.02
H 6.3898 -1.7440 -0.6378 0.00 0.00 -0.01
H 5.9293 -2.3730 -2.2340 0.00 0.01 -0.03
H 6.4739 -6.1266 -1.7820 0.00 -0.05 -0.01
H 4.6979 -7.4900 -2.8917 0.00 0.00 0.00
H 2.3914 -6.5890 -3.0531 0.01 -0.02 -0.01
H 1.8544 -4.3911 -2.0835 -0.02 0.03 0.02
H 4.0854 -2.6020 0.0593 0.02 0.00 -0.01
H 3.1704 -2.5247 -3.0958 -0.02 -0.03 0.02
H -1.2622 0.4109 -3.8785 -0.02 0.01 0.00
H -1.2613 -0.7458 -6.0262 -0.01 0.00 -0.02
H 0.5494 -2.3223 -6.6014 -0.01 0.00 0.00
H 2.6185 -3.1907 -7.0042 0.00 -0.02 0.02
H 1.6297 -4.3393 -6.0685 0.02 -0.01 -0.01
H 3.4103 -4.4259 -5.9944 -0.01 -0.01 -0.02
H 1.0488 -1.9400 1.2321 -0.07 -0.05 -0.02
H 1.5274 -2.2101 3.6493 0.02 -0.02 0.01
H 3.6024 -1.2292 4.5983 0.00 0.01 0.02
H 5.1708 -0.0011 3.1046 0.01 -0.01 0.03
H 5.5108 1.9591 -0.3893 -0.04 0.04 0.01
H 3.8322 1.9914 0.2205 0.01 0.02 -0.02
H 4.2529 1.0094 -1.2165 0.00 0.02 0.03
O -2.2925 -0.8620 -1.5364 0.05 0.05 0.03
H -2.4858 0.0561 -1.7837 -0.09 0.05 0.05
H -1.4365 -1.0236 -1.9664 -0.01 -0.07 -0.07
Cl -1.0089 0.3115 1.2974 -0.33 -0.07 0.34
C -4.0662 -3.2693 3.1925 0.02 -0.11 -0.10
Si -3.3466 -2.4686 1.6448 0.08 0.12 -0.06
C -1.6420 -3.1606 1.2873 -0.15 -0.13 -0.04
C -4.5043 -2.7389 0.1985 -0.04 -0.14 0.17
Ge -3.0871 -0.1538 2.1201 0.19 0.13 -0.06
Si -4.7763 1.2609 1.2145 0.10 -0.07 -0.05
C -5.1762 0.8276 -0.5588 -0.08 0.13 0.07
C -6.2504 0.7711 2.2926 -0.02 0.14 -0.07
C -4.3644 3.0683 1.4306 -0.19 -0.01 -0.03
Si -2.4630 0.2610 4.3813 0.07 -0.04 -0.20
C -1.0507 -0.9216 4.7787 -0.14 0.14 0.11
C -3.9205 -0.0657 5.5242 0.14 0.07 0.19
C -1.8625 2.0258 4.5327 0.00 -0.09 0.20
H -4.2688 -4.3268 3.0011 -0.01 -0.02 0.03
H -5.0034 -2.8025 3.4984 -0.04 0.04 -0.01
H -3.3718 -3.2101 4.0316 0.03 0.02 0.03
H -1.6833 -4.2502 1.2054 0.04 -0.02 -0.02
H -0.9317 -2.8997 2.0716 0.02 0.02 0.07
H -1.2768 -2.7520 0.3445 0.01 0.04 -0.03
H -4.6424 -3.8133 0.0473 0.01 -0.01 -0.11
H -4.0971 -2.2857 -0.7050 0.07 -0.06 -0.02
H -5.4892 -2.3067 0.3873 -0.02 0.01 0.04
H -5.1286 -0.2427 -0.7491 -0.02 -0.03 0.01
H -4.4857 1.3374 -1.2295 0.04 0.00 -0.02
H -6.1867 1.1785 -0.7894 -0.01 -0.01 -0.04
H -6.5089 -0.2821 2.1715 0.02 -0.07 -0.01
H -7.1194 1.3574 1.9816 -0.04 0.00 0.01
H -6.0859 0.9637 3.3530 0.03 0.01 0.04
H -3.4943 3.3427 0.8336 0.04 -0.04 0.00
H -4.1864 3.3304 2.4742 0.03 -0.02 0.04
H -5.2064 3.6666 1.0691 0.01 0.04 0.01
H -1.3522 -1.9678 4.7038 -0.02 -0.03 -0.02
H -0.6951 -0.7423 5.7968 0.03 -0.02 0.02
H -0.2168 -0.7514 4.0977 -0.01 0.04 -0.04
H -4.2241 -1.1126 5.5171 0.00 -0.06 -0.04
H -4.7916 0.5412 5.2790 -0.01 0.05 -0.06
H -3.6232 0.1891 6.5460 -0.05 -0.03 0.03
H -1.1451 2.2827 3.7523 0.01 -0.02 -0.06
H -1.3546 2.1505 5.4940 -0.01 0.06 0.00
H -2.6806 2.7461 4.4945 -0.04 0.01 -0.03
N 1.4353 7.4270 3.3940 -0.05 -0.07 0.02
C 1.4557 6.0791 3.8175 0.04 0.01 -0.01
O 1.4221 5.8385 5.0314 -0.02 0.00 0.01
C 1.5495 5.0785 2.7950 0.00 0.11 0.08
C 1.4827 3.6966 3.1307 0.00 -0.13 0.06
C 1.5181 2.7448 2.1576 0.08 -0.07 0.23
N 1.6352 2.9982 0.8196 0.17 0.18 -0.01
C 1.7544 4.3213 0.5058 -0.03 0.05 0.00
C 1.7159 5.3466 1.4045 0.05 0.02 -0.15
H 1.0842 8.0121 4.1384 0.02 0.01 -0.03
H 0.9559 7.5847 2.5198 0.01 0.03 0.01
H 1.3965 3.4106 4.1704 -0.01 0.01 0.01
H 1.4574 1.6957 2.4386 0.00 -0.03 -0.03
H 1.8889 4.5533 -0.5491 -0.03 -0.03 -0.03
H 1.8502 6.3541 1.0313 -0.01 0.02 0.01
```
Positions in Å, forces in eV/Å.

## Properties
**Electronic energy**: -192505.3779 eV
**Charge**: -1
**Spin multiplicity**: 2
**E_LUMO (spin up / spin down)**: 2.03 / 2.03 eV
**Energy above the lowest of the compared OMol25 structures with the same formula, charge and spin**: 12.5 kcal/mol
**Orbital gap (spin up / spin down)**: 4.26 / 7.20 eV

Results of the Mulliken charge analysis, in e, for atoms 1 through 2: atom 1 (Ba): 0.94, atom 2 (Cl): -0.14

# 2
Here is C19H25N4O7PZn as an isolated structure in a non-equilibrium geometry from OMol25. Energies are from the ωB97M-V functional and the def2-TZVPD basis.

Structure (XYZ):
```
57
Properties=species:S:1:pos:R:3:forces:R:3
C -1.2767 0.1592 -4.2069 -0.23 -0.17 -0.13
C -1.5182 -1.0177 -3.5040 0.16 0.19 0.26
C -1.5586 -1.0061 -2.0969 -0.22 -0.01 -0.64
C -1.5290 0.2120 -1.4079 0.24 0.30 -0.04
C -1.2424 1.3824 -2.1172 -0.04 -0.02 -0.85
C -1.1298 1.3562 -3.5180 0.29 0.29 0.42
C -1.6564 -2.3104 -1.3597 -0.36 -0.74 -0.22
C -0.8047 -3.4399 -1.9993 0.03 -0.04 0.63
N 0.6064 -3.1790 -2.0715 0.06 -0.32 -0.09
Zn -2.0151 0.2471 0.4683 0.69 -0.15 0.61
C -0.9773 2.6885 -1.3918 -0.67 0.49 -0.52
P 0.6641 2.7249 -0.6607 -1.77 4.14 -3.58
H -1.6840 -1.9552 -4.0431 0.24 0.39 0.16
H -0.9321 2.2892 -4.0523 0.00 -0.29 0.06
H -1.1984 0.1386 -5.2974 -0.11 0.04 0.37
H -1.7019 2.8677 -0.5822 0.27 0.00 -0.15
H -1.0127 3.5412 -2.0898 -0.31 -0.20 0.13
H -1.3935 -2.2190 -0.2972 0.01 0.11 -0.29
H -2.7000 -2.6647 -1.3650 0.12 0.08 0.05
H -0.9178 -4.3344 -1.3590 -0.39 0.19 -0.32
C 0.8852 4.0214 0.5137 0.53 0.54 0.40
C 1.9275 2.4458 -1.8618 0.71 0.16 -0.33
H -1.1553 -3.6719 -3.0146 0.01 -0.09 0.38
C 1.2533 -2.8489 -3.3016 0.06 0.24 0.09
C 1.3277 -2.8994 -0.8635 0.00 0.01 -0.19
H 0.3840 1.3197 0.1177 0.37 -2.05 1.59
H 2.2385 -3.3416 -3.3446 -0.18 0.08 -0.15
H 0.6356 -3.1866 -4.1446 0.29 0.11 0.15
H 1.4264 -1.7592 -3.3989 0.01 -0.10 -0.20
H 2.3065 -3.4056 -0.9007 -0.18 0.12 0.19
H 1.5238 -1.8155 -0.7372 -0.06 -0.11 0.16
H 0.7536 -3.2660 -0.0015 0.26 0.12 -0.14
H 2.2103 3.4049 -2.3187 0.13 -0.32 0.07
H 2.8065 1.9988 -1.3744 -0.08 0.06 -0.14
H 1.5770 1.7661 -2.6500 -0.07 0.12 0.31
H 0.0884 4.7700 0.4040 0.19 -0.28 0.03
H 0.8616 3.5943 1.5284 -0.02 0.04 -0.08
H 1.8558 4.5045 0.3336 -0.26 -0.06 0.14
H 1.0702 1.5419 0.4193 0.51 -2.89 2.25
O 0.5623 -0.3486 7.3280 -0.94 -1.63 -1.00
N 0.0068 -1.3577 6.8442 0.66 -0.11 2.08
O -0.1767 -2.4065 7.4957 0.23 1.67 -1.20
C -0.4476 -1.3084 5.4731 -0.50 -0.05 -0.97
C -0.2244 -0.1454 4.7174 -0.29 -0.22 -0.33
C -0.7676 -0.0320 3.4294 0.29 -0.40 0.56
C -1.5094 -1.1439 2.8702 -0.23 0.12 -0.16
O -2.2170 -1.0853 1.7879 0.23 -0.06 0.12
C -1.4910 -2.3788 3.5928 0.24 1.14 -0.08
C -1.0970 -2.4224 4.9185 0.47 -0.12 0.38
N -1.8963 -3.5933 2.8882 -0.72 -1.53 -0.32
O -2.4762 -4.4702 3.5581 0.97 1.43 -1.11
O -1.6088 -3.7207 1.6830 -0.36 0.27 2.10
N -0.4651 1.1495 2.6858 -0.85 -2.21 1.08
O 0.5836 1.7689 2.9023 1.37 1.07 0.23
O -1.2900 1.5787 1.7644 -0.83 0.67 -1.48
H 0.3401 0.6824 5.1366 -0.14 -0.19 -0.10
H -1.2596 -3.3196 5.5128 0.21 0.18 -0.19
```
Positions in Å, forces in eV/Å.

## Properties
**Electronic energy**: -98094.0986 eV
**E_LUMO (spin up / spin down)**: -0.43 / -0.40 eV
**Energy above the lowest of the compared OMol25 structures with the same formula, charge and spin**: 48.2 kcal/mol
**Orbital gap (spin up / spin down)**: 6.24 / 6.58 eV

Results of the Mulliken charge analysis, in e, for atoms 1 through 2: atom 1 (C): -0.78, atom 2 (C): -0.80

# 3
Here is C13H13KN4O7S2 as an isolated structure from OMol25. Energies are from the ωB97M-V functional and the def2-TZVPD basis.

Structure (XYZ):
```
40
Properties=species:S:1:pos:R:3:forces:R:3
K 1.9921 -0.3672 -0.5942 -0.14 0.27 -0.02
O 0.3849 -3.7726 2.2666 -0.17 -0.25 0.04
C -0.8424 -3.4614 2.7039 0.12 -0.13 -0.06
C -1.4225 -4.2824 3.6776 -0.04 0.00 0.02
C -2.6976 -4.0247 4.1423 -0.01 0.03 0.00
C -3.4200 -2.9425 3.6453 0.01 0.02 -0.02
C -2.8398 -2.1275 2.6871 0.06 0.08 -0.04
C -1.5538 -2.3585 2.2032 -0.06 0.12 0.04
C -0.9123 -1.4547 1.1786 -0.14 -0.34 0.19
O 0.2640 -1.7515 0.8080 -0.20 0.04 -0.11
N -1.6722 -0.4558 0.7813 0.09 0.11 -0.05
N -1.0692 0.3095 -0.2039 -0.20 0.09 0.02
C -1.7985 1.2740 -0.5771 0.57 0.07 -0.48
S -1.2638 2.4042 -1.8555 -0.06 -0.17 0.22
C -2.9613 2.8385 -2.2912 -0.23 0.12 0.10
C -3.7271 3.0285 -0.9876 0.06 0.08 -0.16
S -3.4217 1.5857 0.0573 -0.24 -0.13 0.24
H 0.5633 -3.1119 1.5299 0.20 0.28 0.14
H -0.8448 -5.1223 4.0431 0.00 0.00 -0.01
H -3.1351 -4.6719 4.8949 0.01 0.00 0.00
H -4.4207 -2.7327 4.0032 0.00 -0.02 0.01
H -3.3637 -1.2702 2.2846 -0.04 -0.01 0.01
H -3.4362 2.0586 -2.8905 0.09 -0.04 0.00
H -2.9477 3.7647 -2.8686 0.08 -0.02 -0.02
H -4.8029 3.0974 -1.1615 0.00 -0.01 0.01
H -3.3902 3.9387 -0.4890 0.00 -0.01 0.02
O 6.0312 -2.6457 -1.2612 -0.02 -0.04 0.02
C 5.0658 -1.8807 -1.1720 0.12 0.04 -0.10
O 3.9769 -2.0294 -0.5668 0.09 0.06 -0.08
C 5.2433 -0.5003 -1.9457 0.03 0.07 -0.12
O 6.2760 -0.1520 -2.4741 0.02 0.01 0.06
O 4.1359 0.2312 -1.9633 0.03 -0.27 0.12
N 2.1854 4.4618 -1.9446 0.01 -0.22 0.04
C 2.5961 3.0710 -1.9087 -0.31 0.11 -0.15
N 3.6174 2.6952 -2.6508 0.11 0.08 0.06
O 1.9075 2.3388 -1.1642 0.15 -0.09 0.07
H 2.2427 4.8490 -2.8773 0.01 -0.01 0.03
H 1.2322 4.4933 -1.6040 0.02 0.07 -0.02
H 4.0383 3.4942 -3.1108 0.05 -0.03 0.00
H 4.1904 1.1815 -2.3447 -0.08 0.04 -0.03
```
Positions in Å, forces in eV/Å.

## Properties
**Electronic energy**: -71985.3677 eV
**Charge**: -2
**E_LUMO**: 3.85 eV
**Energy above the lowest of the compared OMol25 structures with the same formula, charge and spin**: 0.0 kcal/mol
**Orbital gap**: 6.38 eV

Results of the Mulliken charge analysis, in e, for atoms 1 through 2: atom 1 (K): 0.92, atom 2 (O): -0.68

# 4
Here is a 3-piece molecular cluster, C24H52N5OS overall in a non-equilibrium geometry from OMol25. Energies are from the ωB97M-V functional and the def2-TZVPD basis.

Structure (XYZ):
```
83
Properties=species:S:1:pos:R:3:forces:R:3
C -3.8600 -0.8098 0.5940 -0.12 0.86 -0.61
C -3.4839 0.1099 -0.6592 -0.45 -0.72 0.42
C -2.4124 1.2094 -0.3202 -0.71 -0.37 -0.27
C -1.0249 0.6502 0.1496 -1.48 1.21 1.22
N -0.0189 0.4098 -0.9500 1.00 0.54 0.95
C -0.4934 0.1887 -2.3567 0.84 -0.18 -1.16
C -0.7389 -1.3754 -2.4137 2.07 -0.16 -0.14
C -0.1227 -1.9673 -1.0276 -1.64 1.25 -1.48
C 0.8869 -0.7777 -0.7322 0.50 -2.95 0.09
C 1.8294 -0.7901 0.5304 -1.09 0.11 0.07
C 1.1202 -1.1315 1.9012 1.10 -0.70 0.39
S 1.1929 0.3946 2.9435 -0.26 -0.31 0.84
C 1.2837 -0.2570 4.6180 0.56 -1.76 -0.28
N 1.6507 -1.5046 4.9033 -0.76 2.33 -0.83
N 1.5602 -1.6255 6.2600 -0.93 2.47 1.31
C 1.1562 -0.4479 6.7282 0.75 -1.83 -0.67
O 0.9777 0.4949 5.7160 0.23 -1.72 0.02
H -3.4152 -1.8364 0.5174 -0.35 0.99 0.30
H -3.5426 -0.2618 1.5155 -0.22 -0.79 -0.48
H -4.9752 -0.8916 0.6249 1.00 -0.19 0.10
H -4.4350 0.6008 -1.0023 1.07 -0.23 0.25
H -3.1861 -0.5877 -1.4807 -0.02 0.83 0.45
H -2.3490 1.9019 -1.1970 0.27 -0.38 0.85
H -2.8426 1.8044 0.5332 0.60 -0.48 -0.77
H -1.2216 -0.2327 0.8003 0.48 0.43 -0.88
H -0.5789 1.4338 0.8231 -0.21 -0.87 -0.69
H 0.6362 1.1950 -0.8245 -0.56 0.08 -0.85
H 0.4311 0.4396 -2.9469 -0.89 -0.42 0.40
H -1.2329 0.8981 -2.7887 0.05 -0.68 1.10
H -1.7456 -1.7396 -2.7068 0.79 0.43 0.32
H 0.0569 -1.7095 -3.1381 -1.39 0.04 0.14
H -1.0248 -2.0414 -0.3670 1.27 -0.05 0.09
H 0.2655 -2.9777 -1.2834 0.15 0.90 0.70
H 1.5933 -0.8460 -1.6053 -0.68 0.61 0.67
H 2.3266 0.2127 0.5884 -0.22 -0.82 0.01
H 2.6336 -1.5585 0.3709 -0.84 0.79 -0.16
H 0.0985 -1.5671 1.8080 0.71 0.58 0.02
H 1.7431 -1.9139 2.4163 -0.67 0.84 -0.34
H 0.9793 -0.2405 7.7988 0.09 0.31 -1.10
C 2.5675 -4.9347 -1.0322 -0.06 -0.13 -0.15
C 3.0655 -4.6825 0.3789 0.21 -0.01 -0.01
N 3.0869 -5.8596 1.2239 -0.25 -0.08 0.30
C 3.2749 -5.5515 2.6379 -0.15 0.15 0.14
C 4.5990 -4.9124 3.0585 0.10 -0.02 0.17
C 3.8490 -6.9960 0.7222 -0.02 -0.13 -0.40
C 5.3310 -6.7794 0.4080 0.15 -0.12 0.05
H 1.5848 -5.4126 -1.0204 0.05 -0.05 0.02
H 2.4747 -3.9819 -1.5625 0.07 -0.02 -0.03
H 3.2483 -5.5624 -1.6094 -0.05 0.03 0.01
H 2.3879 -3.9425 0.8232 0.06 -0.11 0.29
H 4.0568 -4.2074 0.3216 0.01 0.16 -0.06
H 3.1199 -6.4611 3.2257 0.03 -0.05 -0.19
H 2.4640 -4.8805 2.9452 -0.02 0.01 -0.14
H 5.4173 -5.6316 3.0480 0.02 0.07 -0.07
H 4.5172 -4.5417 4.0833 -0.03 0.00 -0.05
H 4.8710 -4.0636 2.4277 0.00 -0.04 -0.01
H 3.3610 -7.3573 -0.1888 -0.04 0.11 0.02
H 3.7549 -7.8299 1.4233 -0.09 0.21 0.13
H 5.5107 -5.8609 -0.1545 -0.02 -0.01 0.02
H 5.7002 -7.6084 -0.2005 -0.03 0.03 0.01
H 5.9384 -6.7566 1.3121 0.01 0.11 -0.06
C -1.1407 4.8205 -1.3409 0.06 0.05 0.05
C -2.4878 5.1048 -1.9933 0.13 0.08 -0.05
N -3.1966 6.2202 -1.3955 -0.30 -0.01 0.23
C -4.5924 6.3067 -1.8106 -0.18 -0.17 0.03
C -4.8813 6.5842 -3.2864 -0.13 0.10 -0.09
C -2.4770 7.4867 -1.3476 0.39 0.04 0.10
C -1.9770 8.0746 -2.6691 0.00 0.19 -0.05
H -1.2474 4.6815 -0.2621 -0.03 0.09 -0.02
H -0.7125 3.9029 -1.7579 0.00 0.03 -0.07
H -0.4229 5.6229 -1.5194 0.00 -0.06 0.05
H -3.0979 4.2011 -1.8827 -0.22 0.17 -0.02
H -2.3349 5.2467 -3.0730 0.07 -0.11 -0.07
H -5.0997 7.0626 -1.2036 0.20 0.03 0.02
H -5.0802 5.3623 -1.5431 0.15 -0.05 0.01
H -4.6792 7.6217 -3.5506 0.06 -0.06 -0.05
H -5.9397 6.4065 -3.4922 0.04 -0.01 0.03
H -4.3085 5.9357 -3.9521 0.01 0.03 0.03
H -1.6133 7.3624 -0.6862 -0.04 -0.10 -0.03
H -3.0953 8.2328 -0.8407 -0.16 -0.19 -0.05
H -1.4916 7.3295 -3.3027 -0.03 -0.01 0.02
H -1.2402 8.8555 -2.4659 -0.02 -0.04 0.01
H -2.7820 8.5403 -3.2364 0.05 -0.09 -0.07
```
Positions in Å, forces in eV/Å.

## Properties
**Electronic energy**: -46055.2913 eV
**Charge**: +1
**E_LUMO**: -2.86 eV
**Orbital gap**: 7.22 eV

Results of the Mulliken charge analysis, in e, for atoms 1 through 2: atom 1 (C): -1.04, atom 2 (C): -0.27